Entry from the Open Molecules 2025 dataset: a structure of composition C40H40F10GeN3SbSeV (ωB97M-V with the def2-TZVPD basis set).

The geometry in ORCA input format:
```
! wB97M-V def2-TZVPD RIJCOSX def2/J DEFGRID3
* xyz 0 2
V 0.33523 0.05618 0.42055
C 1.22053 0.64642 3.33189
N 1.05595 1.26825 2.01108
C 2.37688 1.64026 1.47731
C 3.12679 0.39532 1.01250
N 2.20588 -0.38438 0.19655
C 2.69610 -1.18164 -0.78192
C 4.04017 -1.51905 -1.06639
F 5.03216 -1.19669 -0.20927
C 4.41162 -2.22521 -2.19460
F 5.70449 -2.46270 -2.41491
C 3.47275 -2.69802 -3.09467
F 3.84482 -3.36914 -4.18959
C 2.13780 -2.46983 -2.81537
F 1.18884 -2.92797 -3.63536
C 1.79010 -1.75260 -1.69701
F 0.46091 -1.54858 -1.44541
C 0.17245 2.44983 2.11123
C -0.34311 2.83357 0.73112
N -0.75267 1.60014 0.07841
C -1.60708 1.63893 -0.96941
C -2.12704 0.41723 -1.43463
F -1.74634 -0.70105 -0.75020
C -3.00175 0.27823 -2.48484
F -3.42954 -0.92959 -2.84694
C -3.43289 1.40426 -3.16628
F -4.27479 1.29735 -4.19610
C -2.95354 2.63624 -2.75775
F -3.32234 3.73274 -3.42052
C -2.07949 2.75408 -1.69186
F -1.65678 3.99815 -1.39346
H 1.77784 1.30642 4.00882
H 1.75526 -0.29752 3.23936
H 0.24503 0.45318 3.76817
H 2.96691 2.19039 2.22057
H 2.22222 2.27589 0.60387
H 3.49951 -0.18949 1.86052
H 3.99337 0.73145 0.44232
H 0.68847 3.29042 2.59284
H -0.68718 2.17016 2.72269
H 0.43038 3.35073 0.14778
H -1.17136 3.53478 0.85533
C -1.99487 -5.00603 6.08779
C -2.71637 -5.18243 4.91621
C -2.45502 -4.39049 3.80588
C -1.47259 -3.40722 3.85410
C -0.72785 -3.26502 5.02263
C -0.99208 -4.04947 6.13593
Sb -1.05592 -2.09074 2.16782
C -2.53333 -2.93442 0.85865
C -3.89501 -2.72581 1.05514
C -4.81716 -3.28329 0.18082
C -4.38648 -4.05566 -0.88898
C -3.03070 -4.26917 -1.08585
C -2.10689 -3.70453 -0.21703
C -2.27249 -0.48045 2.96739
C -2.18323 -0.14226 4.31576
C -2.85952 0.95929 4.82343
C -3.64203 1.74130 3.98530
C -3.76416 1.39662 2.64714
C -3.08471 0.29505 2.14447
H -2.20628 -5.61730 6.95564
H -3.48843 -5.94009 4.86338
H -3.02191 -4.54815 2.89913
H 0.07839 -2.53852 5.06507
H -0.41178 -3.91718 7.04092
H -4.23810 -2.12615 1.89023
H -5.87621 -3.11905 0.33797
H -5.10682 -4.49011 -1.57016
H -2.68957 -4.86431 -1.92360
H -1.04695 -3.86158 -0.38712
H -1.59386 -0.75294 4.98996
H -2.77898 1.20198 5.87584
H -4.16801 2.60224 4.37789
H -4.39290 1.98530 1.98930
H -3.22105 0.03095 1.10628
C 4.97677 2.44516 -2.53564
Ge 3.73489 3.26226 -3.82562
C 4.16564 5.15444 -4.18310
C 3.69458 2.20418 -5.48177
C 1.94442 3.22388 -2.96190
Se 1.41021 1.39678 -2.47944
C 0.47938 0.95082 -4.12694
H 5.91671 2.16362 -3.01008
H 4.51508 1.54269 -2.13006
H 5.19630 3.12794 -1.71370
H 5.07577 5.24203 -4.77678
H 4.31250 5.69231 -3.24634
H 3.35075 5.62891 -4.73004
H 4.62872 2.33611 -6.02844
H 2.87270 2.51410 -6.12732
H 3.58212 1.14520 -5.24678
H 1.14941 3.64705 -3.57626
H 1.97802 3.79228 -2.03067
H 1.17552 0.90676 -4.96049
H -0.28935 1.69914 -4.31327
H 0.01622 -0.02312 -3.97909
*
```

Computed properties:
ΔE to the lowest compared entry with this formula, charge and spin: 130.3 kJ/mol
energy: -227857.4842 eV
orbital gap (alpha / beta): 6.637 / 6.505 eV
HOMO (alpha / beta): -6.3 / -6.2 eV